1.
Here is a 2-piece molecular cluster, C3H8NS overall from OMol25. Energies are from ωB97M-V/def2-TZVPD.

Values from the calculation:
max |F|: 0.092 Eh/bohr
HOMO energy: -14.6 eV
E_tot: -15557.0514 eV
net charge: +1
orbital gap: 9.33 eV
ΔE to the lowest compared entry with this formula, charge and spin: 155.21 kJ/mol

Each line ends with the natural charge from an NBO analysis.
CARTESIAN COORDINATES (ANGSTROEM)
C  -1.32381  1.51695  -0.22546  -0.19
C  -0.15708  0.94818  -0.43041  -0.37
C  0.50813  0.28168  0.61591  -0.12
N  -0.11565  -1.75122  0.10411  -0.94
S  2.18388  0.03324  0.75293  0.23
H  -1.82765  2.21332  -1.07233  0.25
H  -2.00692  1.37809  0.59511  0.22
H  0.37188  0.95246  -1.38786  0.24
H  0.09005  0.35453  1.65373  0.27
H  -0.98477  -2.06395  0.53976  0.42
H  0.76156  -2.39743  0.26530  0.43
H  -0.23887  -1.52284  -0.87941  0.40
H  2.73925  0.05698  -0.53139  0.17

2.
Here is an isolated ion of composition C3H8NS and charge +1 from OMol25. Energies are from ωB97M-V/def2-TZVPD.

Values from the calculation:
max |F|: 0.198 Eh/bohr
HOMO energy (spin up / spin down): -9.8 / -14.7 eV
E_tot: -15551.0435 eV
<S²>: 2.01
2S+1: 3
net charge: +1
orbital gap (spin up / spin down): 6.30 / 6.46 eV
ΔE to the lowest compared entry with this formula, charge and spin: 484.75 kJ/mol

Each line ends with the natural charge from an NBO analysis.
CARTESIAN COORDINATES (ANGSTROEM)
C  0.15619  0.20899  -0.55839  0.02
C  0.34116  -0.08139  1.12742  -0.14
C  0.28009  -0.77501  -1.71494  -0.65
N  -0.91288  0.20201  0.46397  -0.60
S  1.08209  1.45383  1.80420  0.09
H  0.46096  1.20166  -0.70947  0.22
H  0.32149  -1.06273  1.53516  0.24
H  0.94010  -1.56227  -1.40020  0.25
H  0.71512  -0.36564  -2.53270  0.26
H  -0.73662  -1.21578  -1.93133  0.24
H  -1.32179  1.13987  0.62098  0.47
H  -1.47627  -0.56679  0.52336  0.44
H  0.15036  1.42325  2.77194  0.17

3.
Here is a single C3H8O molecule from OMol25. Energies are from ωB97M-V/def2-TZVPD.

Values from the calculation:
max |F|: 0.024 Eh/bohr
HOMO energy: -9.8 eV
E_tot: -5287.4765 eV
SMILES string: CCOC
orbital gap: 10.96 eV
ΔE to the lowest compared entry with this formula, charge and spin: 65.03 kJ/mol

Each line ends with the natural charge from an NBO analysis.
CARTESIAN COORDINATES (ANGSTROEM)
C  1.32216  0.37283  -0.19151  -0.64
C  0.50726  -0.83792  0.15307  -0.07
O  -0.79997  -0.79352  -0.46593  -0.54
C  -1.57888  0.27590  0.02279  -0.25
H  2.34745  0.26321  0.18136  0.22
H  1.35118  0.47999  -1.31057  0.21
H  0.85733  1.28518  0.20894  0.21
H  0.42835  -0.96311  1.23400  0.16
H  0.95238  -1.74565  -0.26666  0.19
H  -1.23587  1.28125  -0.25080  0.16
H  -2.54867  0.14660  -0.41668  0.19
H  -1.60273  0.23525  1.10198  0.16

4.
Here is a 2-piece molecular cluster, C3H8O overall from OMol25. Energies are from ωB97M-V/def2-TZVPD.

Values from the calculation:
max |F|: 0.010 Eh/bohr
HOMO energy: -8.7 eV
E_tot: -5284.8132 eV
orbital gap: 9.54 eV
ΔE to the lowest compared entry with this formula, charge and spin: 321.99 kJ/mol

Each line ends with the natural charge from an NBO analysis.
CARTESIAN COORDINATES (ANGSTROEM)
C  1.94095  0.48845  0.13892  -0.86
C  -1.24694  0.13283  1.31551  0.07
O  -1.38510  -0.81675  0.43587  -0.48
C  -1.45805  -0.39382  -0.93551  -0.26
H  2.14108  0.90436  -0.85228  0.21
H  2.77821  0.71999  0.80237  0.22
H  1.83034  -0.59783  0.06425  0.21
H  1.02059  0.92317  0.54242  0.22
H  -1.20123  -0.44649  2.27122  0.08
H  -1.54142  0.69465  -0.96525  0.21
H  -0.54783  -0.73140  -1.43740  0.19
H  -2.33060  -0.87718  -1.38011  0.19

5.
Here is a single C3H8O molecule from OMol25. Energies are from ωB97M-V/def2-TZVPD.

Values from the calculation:
max |F|: 0.006 Eh/bohr
HOMO energy: -9.7 eV
E_tot: -5287.5490 eV
SMILES string: CCOC
orbital gap: 10.89 eV
ΔE to the lowest compared entry with this formula, charge and spin: 58.04 kJ/mol

Each line ends with the natural charge from an NBO analysis.
CARTESIAN COORDINATES (ANGSTROEM)
C  0.54785  1.17415  1.00025  -0.64
C  -0.00273  0.54061  -0.27141  -0.06
O  0.45773  -0.78324  -0.45338  -0.54
C  -0.39752  -1.76433  0.07177  -0.25
H  0.31410  2.24463  1.02664  0.21
H  0.13186  0.71342  1.90284  0.20
H  1.63587  1.05906  1.02727  0.21
H  0.33869  1.10681  -1.14517  0.18
H  -1.10409  0.56776  -0.27347  0.16
H  -0.60192  -1.62211  1.14409  0.16
H  -1.36007  -1.78702  -0.46398  0.16
H  0.09962  -2.72862  -0.06250  0.19

6.
Here is a 2-piece molecular cluster, C3H8O overall from OMol25. Energies are from ωB97M-V/def2-TZVPD.

Values from the calculation:
max |F|: 0.124 Eh/bohr
HOMO energy: -9.6 eV
E_tot: -5284.5855 eV
SMILES string: C=C.CO
orbital gap: 10.54 eV
ΔE to the lowest compared entry with this formula, charge and spin: 343.97 kJ/mol

Each line ends with the natural charge from an NBO analysis.
CARTESIAN COORDINATES (ANGSTROEM)
C  -1.66576  -0.70870  -0.02647  -0.32
C  -1.70129  0.60408  0.07872  -0.46
H  -2.00074  -1.43461  0.79360  0.21
H  -1.68312  -1.19495  -0.97041  0.18
H  -1.73402  1.07255  1.01977  0.19
H  -1.71316  1.42747  -0.55533  0.20
C  2.15272  -0.00032  0.02435  -0.26
O  0.73487  -0.24256  0.20522  -0.74
H  2.38750  -0.12012  1.02663  0.19
H  2.60825  -0.85858  -0.52351  0.16
H  2.43150  1.00390  -0.51121  0.17
H  0.18325  0.45185  -0.56137  0.48

7.
Here is a 3-piece molecular cluster, C3H8O overall from OMol25. Energies are from ωB97M-V/def2-TZVPD.

Values from the calculation:
max |F|: 0.013 Eh/bohr
HOMO energy: -10.1 eV
E_tot: -5285.5284 eV
SMILES string: [H][H].C=C.C=O
orbital gap: 10.92 eV
ΔE to the lowest compared entry with this formula, charge and spin: 253.00 kJ/mol

Each line ends with the natural charge from an NBO analysis.
CARTESIAN COORDINATES (ANGSTROEM)
H  -0.18212  -0.36102  1.94790  0.00
H  0.24215  -0.28323  2.55554  -0.01
C  -1.67894  0.11038  -0.33064  -0.40
C  -0.99698  -0.52054  -1.28112  -0.39
H  -2.59344  -0.29924  0.09282  0.19
H  -1.34864  1.07393  0.05180  0.20
H  -0.09132  -0.08361  -1.69639  0.21
H  -1.32357  -1.47839  -1.67981  0.19
C  1.99642  0.45334  0.09041  0.28
O  1.62624  1.30129  -0.68457  -0.51
H  1.59743  -0.57808  0.06336  0.12
H  2.75276  0.66516  0.87070  0.11

8.
Here is a single C3H8O molecule from OMol25. Energies are from ωB97M-V/def2-TZVPD.

Values from the calculation:
max |F|: 0.007 Eh/bohr
HOMO energy: -9.8 eV
E_tot: -5287.5259 eV
SMILES string: CCOC
orbital gap: 10.98 eV
ΔE to the lowest compared entry with this formula, charge and spin: 60.26 kJ/mol

Each line ends with the natural charge from an NBO analysis.
CARTESIAN COORDINATES (ANGSTROEM)
C  1.07758  0.41957  -1.37063  -0.63
C  0.21048  0.52116  -0.12153  -0.06
O  -0.66186  -0.58681  -0.06972  -0.54
C  -1.15071  -0.81498  1.22484  -0.25
H  0.64607  0.94507  -2.22547  0.21
H  2.07408  0.82995  -1.18603  0.21
H  1.19001  -0.63417  -1.63774  0.22
H  -0.37102  1.45821  -0.11382  0.16
H  0.84489  0.53064  0.77921  0.16
H  -0.33188  -1.06187  1.92075  0.16
H  -1.69055  0.05689  1.62754  0.16
H  -1.83706  -1.66365  1.17260  0.19

The lowest ΔE to the lowest compared entry with this formula, charge and spin belongs to which entry?
number 5

What is the formula in the first record?
C3H8NS

Number 2 is which compound?
C3H8NS